{"formula": "C4H10NO2S", "method": "ωB97M-V/def2-TZVPD", "relative_energy_kj_mol": 414.5, "charge": -1, "largest_force_ha_per_bohr": 0.0904, "e_homo_ev": -2.9, "lumo_ev": 3.786, "elements": ["C", "N", "C", "C", "S", "C", "O", "H", "H", "H", "H", "H", "H", "H", "H", "H", "H", "O"], "xyz": [[1.5042, -1.5032, -1.2773], [0.9192, -0.1654, -1.1616], [-0.1006, 0.2048, -0.0482], [0.3718, 0.1791, 1.4074], [-0.6635, -1.1222, 2.0781], [-1.4042, -0.5011, -0.2284], [-2.3899, 0.2939, -0.2390], [1.5988, -2.0684, -0.2773], [2.3752, -1.5906, -1.9865], [0.4870, -2.0149, -1.6588], [1.7430, 0.4501, -0.8130], [-0.4076, 1.2092, -0.4292], [0.3851, 1.1458, 1.9808], [1.2459, -0.3682, 1.4958], [-1.5194, -1.4627, -0.5377], [-1.4361, 3.1365, 0.2568], [-1.6570, 1.7191, 0.6698], [-1.0518, 2.4583, 0.7680]], "forces_ev_per_angstrom": [[-4.05, -2.10, 0.78], [2.84, 2.50, 1.93], [1.73, 0.64, -2.51], [-1.19, 0.47, -0.30], [-1.54, -0.88, 0.98], [-1.50, 4.08, 1.65], [0.53, -1.53, -0.14], [0.69, 0.90, -1.21], [-1.09, 0.18, 0.81], [2.72, 0.02, 0.02], [-1.67, -0.92, -1.06], [1.19, -1.14, 0.51], [-0.02, -0.97, -0.87], [2.58, -0.01, -0.23], [-0.19, -2.91, -0.99], [-0.77, 1.26, -0.85], [-0.74, -0.65, -0.15], [0.49, 1.06, 1.63]], "mulliken_charge": [-0.650, -0.519, -0.091, -0.623, -0.602, 0.000, -0.739, 0.245, 0.302, 0.182, 0.281, 0.136, 0.249, 0.317, 0.526, 0.244, 0.398, -0.657]}



{"formula": "C5H20N10O5Tl", "method": "ωB97M-V/def2-TZVPD", "relative_energy_kj_mol": 655.0, "charge": 3, "largest_force_ha_per_bohr": 0.1128, "e_homo_ev": -18.3, "lumo_ev": -15.561, "elements": ["Tl", "C", "O", "N", "N", "H", "H", "H", "H", "C", "O", "N", "N", "H", "H", "H", "H", "C", "O", "N", "N", "H", "H", "H", "H", "C", "O", "N", "N", "H", "H", "H", "H", "C", "O", "N", "N", "H", "H", "H", "H"], "xyz": [[1.4812, -1.1211, -0.5227], [0.9560, -1.1426, -4.6600], [0.9110, -1.0378, -3.4405], [-0.0347, -1.4543, -5.4229], [2.0186, -1.1530, -5.3835], [-0.8839, -1.8350, -5.0306], [0.2056, -1.9230, -6.2848], [2.8777, -0.9975, -4.8757], [2.0029, -1.3270, -6.3783], [-2.3270, -0.4548, -0.8228], [-1.2699, -0.3184, -1.3404], [-2.6258, -1.5042, -0.1247], [-3.2421, 0.4852, -0.7192], [-1.9486, -2.2491, -0.2057], [-3.4558, -1.5804, 0.4457], [-4.0170, 0.3563, -0.0844], [-2.9824, 1.4346, -0.9459], [1.0984, -2.7381, 3.1804], [1.2567, -2.5379, 1.9895], [0.3250, -3.6104, 3.7447], [1.9084, -2.2234, 4.1122], [-0.2110, -4.2183, 3.1419], [0.4720, -3.8494, 4.7149], [1.7875, -2.5093, 5.0733], [2.5811, -1.4910, 3.9357], [1.2695, 2.9283, -0.4681], [1.2288, 1.7315, -0.8192], [0.4551, 3.7864, -0.8978], [2.1833, 3.5260, 0.3312], [-0.1595, 3.3213, -1.5506], [0.4870, 4.7890, -0.7804], [2.9662, 2.9596, 0.6253], [2.0988, 4.5009, 0.5813], [-0.7390, 1.0067, 2.1420], [-0.2987, 0.0259, 1.5543], [-1.9617, 1.3564, 2.0871], [-0.0455, 1.8901, 2.7526], [-2.2703, 2.0164, 2.7866], [-2.5599, 0.7158, 1.5852], [-0.4847, 2.7178, 3.1295], [0.9471, 1.7282, 2.8449]], "forces_ev_per_angstrom": [[-1.00, 1.03, 0.27], [0.72, -0.57, 0.42], [-0.48, 0.27, 2.32], [-4.99, -1.50, -1.68], [4.55, 1.05, -0.19], [-0.21, 0.42, 0.16], [-0.33, 0.11, -0.09], [0.37, 0.00, -0.66], [0.40, 0.09, 0.20], [-2.47, 0.15, 2.10], [4.78, 0.86, -2.72], [-0.05, -3.49, 1.12], [-1.36, 2.67, -0.32], [-0.54, -0.29, 0.46], [0.21, -0.36, -0.18], [-0.09, 0.16, -0.35], [-0.29, -0.08, -0.22], [2.34, 0.49, 2.42], [-0.34, 0.50, -3.27], [-2.85, -2.28, -0.37], [1.30, 1.71, 0.78], [-0.07, -0.13, 0.40], [-0.40, -0.30, -0.31], [0.26, 0.36, -0.09], [-0.14, -0.25, -0.15], [3.91, -0.41, 2.27], [0.20, -0.90, 0.17], [-4.79, 1.53, -2.90], [1.04, -1.83, 0.85], [-0.63, 1.06, -0.28], [0.03, -0.26, -0.22], [0.07, 0.55, 0.16], [0.36, -0.26, -0.06], [0.98, -0.17, -1.10], [1.42, -2.42, -1.08], [-5.11, -0.11, -0.49], [4.05, 2.04, 2.15], [-0.90, -0.27, -0.39], [-0.40, 0.47, 0.50], [0.59, -0.04, 0.07], [-0.15, 0.38, 0.29]], "mulliken_charge": [1.258, 0.698, -0.451, -0.362, -0.357, 0.266, 0.254, 0.228, 0.205, 0.544, -0.372, -0.278, -0.391, 0.177, 0.219, 0.267, 0.220, 0.727, -0.501, -0.354, -0.371, 0.252, 0.193, 0.169, 0.201, 0.678, -0.494, -0.370, -0.416, 0.248, 0.212, 0.224, 0.188, 0.671, -0.458, -0.366, -0.367, 0.188, 0.206, 0.174, 0.242]}



{"formula": "C12H13Cl2N2O3PtS4Sb", "method": "ωB97M-V/def2-TZVPD", "relative_energy_kj_mol": 174.9, "charge": -1, "largest_force_ha_per_bohr": 0.0415, "e_homo_ev": [-4.4, -4.4], "multiplicity": 2, "lumo_ev": [1.315, 0.673], "elements": ["Pt", "S", "Sb", "S", "S", "C", "S", "O", "C", "C", "C", "C", "C", "C", "H", "H", "H", "H", "H", "H", "H", "H", "N", "C", "C", "N", "C", "H", "H", "H", "H", "Cl", "C", "Cl", "C", "O", "O", "H"], "xyz": [[-0.2311, -1.8395, 0.6932], [4.4748, -2.2529, -0.9880], [2.8716, -3.0644, 0.4569], [1.9476, -0.9987, 1.4483], [0.7957, -3.1286, -0.9418], [2.0699, 2.8618, 0.6218], [0.7062, 1.7027, 0.1417], [-0.4168, 2.5994, -0.2113], [1.4024, 1.1847, -1.4509], [0.5434, 1.2015, -2.5348], [0.9933, 0.7685, -3.7693], [2.3003, 0.3277, -3.9112], [3.1505, 0.2976, -2.8172], [2.6968, 0.7149, -1.5767], [2.2964, 3.5321, -0.1985], [2.9344, 2.2833, 0.9148], [1.6984, 3.4209, 1.4727], [-0.4624, 1.5711, -2.3934], [0.3259, 0.7766, -4.6192], [2.6564, -0.0066, -4.8746], [4.1635, -0.0617, -2.9169], [3.3530, 0.6612, -0.7229], [-3.1172, 1.4661, 1.1252], [-3.6022, 0.7287, 0.0826], [-2.6716, -0.2319, -0.1650], [-1.6383, -0.0799, 0.7081], [-1.9276, 0.9464, 1.4670], [-3.5510, 2.2799, 1.5236], [-4.5491, 0.9329, -0.3697], [-2.6735, -1.0193, -0.8917], [-1.3122, 1.3252, 2.2611], [-1.9836, -0.9095, 4.0700], [-1.8498, -2.6422, 3.7270], [-0.1815, -3.0378, 3.3530], [-2.8111, -2.9759, 2.4868], [-3.9231, -3.3424, 2.8144], [-2.3218, -2.8126, 1.3594], [-2.1577, -3.1789, 4.6243]], "forces_ev_per_angstrom": [[0.73, 0.18, -0.45], [-0.19, -0.42, 0.50], [0.93, 0.29, -0.49], [-1.64, -0.81, -1.10], [-0.64, 1.02, 1.66], [-0.49, -0.63, -0.19], [1.54, 0.62, -0.23], [-0.88, 0.57, -0.14], [-0.07, -0.06, 0.40], [-0.26, 0.13, 0.08], [0.05, 0.00, -0.03], [0.03, -0.02, -0.01], [-0.02, 0.11, -0.09], [0.14, 0.06, 0.05], [-0.04, 0.02, -0.20], [0.25, -0.14, 0.04], [-0.14, 0.03, 0.15], [-0.08, 0.01, -0.02], [-0.06, 0.01, -0.06], [0.02, -0.04, -0.09], [-0.01, -0.08, 0.04], [0.06, -0.11, 0.06], [0.19, 0.02, 0.20], [-0.07, -0.32, -0.45], [-0.53, 0.23, -0.24], [0.70, -0.62, 0.66], [0.13, 0.10, 0.29], [0.14, -0.04, 0.02], [-0.16, 0.04, -0.12], [-0.10, -0.13, -0.08], [0.02, 0.03, 0.02], [-0.09, 0.35, 0.33], [-0.64, -0.45, -0.58], [0.34, -0.25, 0.45], [0.65, 0.12, 1.53], [-0.67, -0.20, 0.15], [0.83, 0.31, -1.78], [0.03, 0.08, -0.26]], "mulliken_charge": [1.250, -0.694, 0.381, -0.489, -0.401, -1.151, 0.891, -0.717, 0.567, -0.399, -0.604, -0.455, -0.695, -0.481, 0.387, 0.358, 0.351, 0.424, 0.370, 0.377, 0.402, 0.316, -0.037, -0.675, -0.296, -0.039, -0.739, 0.200, 0.436, 0.427, 0.605, -0.172, -0.078, -0.114, 0.477, -0.683, -0.676, 0.376]}



{"formula": "C23H34N4O3", "method": "ωB97M-V/def2-TZVPD", "relative_energy_kj_mol": 222.1, "charge": 0, "largest_force_ha_per_bohr": 0.0102, "e_homo_ev": -7.1, "lumo_ev": 0.646, "smiles": "COc1ccc(N2CCN(CCNC(=O)[C@H]3CC(=O)N(C4CCCC4)C3)CC2)cc1", "elements": ["C", "O", "C", "C", "C", "C", "N", "C", "C", "N", "C", "C", "N", "C", "O", "C", "C", "C", "O", "N", "C", "C", "C", "C", "C", "C", "C", "C", "C", "C", "H", "H", "H", "H", "H", "H", "H", "H", "H", "H", "H", "H", "H", "H", "H", "H", "H", "H", "H", "H", "H", "H", "H", "H", "H", "H", "H", "H", "H", "H", "H", "H", "H", "H"], "xyz": [[0.1677, 5.2073, 4.2575], [0.7855, 5.0170, 3.0115], [1.0315, 3.7302, 2.6034], [0.6963, 2.5851, 3.3097], [0.9992, 1.3320, 2.8028], [1.6330, 1.1739, 1.5701], [1.8669, -0.0702, 1.0045], [3.1198, -0.3581, 0.3432], [2.8897, -1.3763, -0.7736], [2.3669, -2.5903, -0.1767], [2.3849, -3.7565, -1.0247], [1.6385, -3.6889, -2.3782], [0.2002, -3.6276, -2.2461], [-0.4918, -2.4898, -2.4506], [0.0251, -1.4765, -2.8768], [-1.9924, -2.5763, -2.1341], [-2.2811, -3.0662, -0.7129], [-2.2012, -1.7835, 0.1157], [-2.0217, -1.7158, 1.3132], [-2.3721, -0.7492, -0.7269], [-2.1853, 0.6252, -0.3256], [-3.3821, 1.5250, -0.6830], [-2.7516, 2.8595, -1.0704], [-1.4953, 2.4385, -1.8266], [-0.9524, 1.2777, -0.9925], [-2.5769, -1.1585, -2.1004], [1.1037, -2.2969, 0.4698], [1.3012, -1.2663, 1.5814], [1.9578, 2.3423, 0.8651], [1.6696, 3.5885, 1.3720], [-0.8316, 4.7589, 4.2866], [0.0801, 6.2857, 4.3835], [0.7711, 4.7969, 5.0747], [0.2039, 2.6450, 4.2680], [0.7358, 0.4704, 3.3947], [3.5515, 0.5522, -0.0682], [3.8355, -0.7898, 1.0628], [3.8377, -1.6036, -1.2670], [2.1926, -0.9436, -1.5093], [3.4339, -3.9740, -1.2520], [1.9872, -4.5929, -0.4409], [1.9412, -2.7962, -2.9277], [1.9022, -4.5742, -2.9647], [-0.2643, -4.4359, -1.8647], [-2.4623, -3.1996, -2.8993], [-3.2947, -3.4665, -0.6379], [-1.5914, -3.8120, -0.3230], [-2.0471, 0.5820, 0.7586], [-4.0865, 1.6134, 0.1424], [-3.9116, 1.1086, -1.5410], [-3.4204, 3.4776, -1.6681], [-2.4720, 3.4144, -0.1739], [-0.7731, 3.2476, -1.9193], [-1.7629, 2.1015, -2.8299], [-0.3976, 0.5594, -1.5942], [-0.2815, 1.6541, -0.2221], [-3.6459, -1.1695, -2.3474], [-2.0512, -0.4942, -2.7876], [0.6959, -3.2130, 0.9018], [0.3732, -1.8716, -0.2317], [0.3180, -1.0524, 2.0004], [1.9533, -1.6882, 2.3625], [2.4241, 2.2749, -0.1059], [1.9229, 4.4796, 0.8192]], "forces_ev_per_angstrom": [[-0.09, 0.02, 0.18], [0.16, -0.17, -0.32], [-0.01, -0.01, 0.01], [-0.09, 0.48, 0.10], [0.18, -0.26, -0.25], [-0.13, 0.33, 0.30], [-0.05, -0.34, -0.26], [0.16, -0.02, -0.29], [0.21, 0.16, 0.19], [-0.11, 0.04, 0.01], [-0.08, -0.01, -0.35], [0.37, 0.02, 0.23], [0.11, -0.33, 0.07], [-0.47, -0.24, -0.01], [0.16, 0.29, -0.11], [-0.05, 0.24, -0.08], [0.02, 0.01, 0.05], [-0.10, -0.39, -0.07], [0.10, -0.08, 0.44], [0.07, -0.04, -0.12], [0.00, 0.17, 0.24], [0.07, 0.09, 0.16], [-0.09, -0.05, -0.16], [0.07, 0.09, 0.15], [0.04, 0.04, -0.12], [-0.12, -0.03, -0.29], [-0.02, 0.08, 0.37], [-0.28, -0.15, -0.11], [0.07, -0.01, 0.10], [-0.06, 0.09, 0.18], [0.04, 0.00, 0.01], [-0.02, -0.08, 0.04], [-0.03, 0.00, -0.03], [-0.04, 0.04, 0.08], [-0.02, -0.11, 0.03], [-0.01, -0.03, 0.02], [0.02, 0.07, -0.06], [0.02, 0.02, -0.02], [0.07, -0.01, -0.01], [-0.03, -0.11, -0.01], [0.07, -0.05, -0.02], [0.01, -0.15, -0.04], [0.05, 0.09, -0.01], [-0.08, 0.14, -0.02], [0.01, 0.06, 0.03], [0.01, -0.02, 0.03], [-0.02, 0.03, 0.07], [-0.03, 0.02, -0.15], [-0.09, -0.07, -0.01], [-0.06, -0.02, -0.06], [-0.03, 0.09, 0.05], [0.00, 0.08, 0.06], [0.04, 0.04, -0.11], [-0.01, 0.00, -0.08], [0.07, -0.05, 0.05], [0.00, -0.02, 0.01], [0.08, 0.00, -0.06], [-0.05, -0.06, 0.04], [-0.05, -0.02, -0.02], [0.01, 0.00, 0.08], [0.05, 0.00, 0.02], [-0.04, 0.00, 0.02], [0.01, -0.02, -0.11], [0.03, 0.11, -0.08]], "mulliken_charge": [-0.852, -0.471, 0.825, -0.581, -0.558, 0.114, 0.983, -1.401, -0.286, 0.088, -1.036, -0.730, -0.048, 0.064, -0.665, 0.061, -0.901, 0.629, -0.717, 0.192, -0.136, -0.864, -0.653, -0.911, 1.010, -1.049, 0.230, -1.660, -0.280, -1.064, 0.327, 0.238, 0.334, 0.394, 0.428, 0.475, 0.306, 0.560, 0.117, 0.440, 0.426, 0.373, 0.408, 0.319, 0.580, 0.492, 0.410, 0.418, 0.312, 0.308, 0.462, 0.246, 0.384, 0.314, 0.090, -0.905, 0.423, 0.319, 0.533, -0.489, 0.636, 0.245, 0.343, 0.401]}



{"formula": "C7H18NSi", "method": "ωB97M-V/def2-TZVPD", "relative_energy_kj_mol": 573.1, "charge": 1, "largest_force_ha_per_bohr": 0.1076, "e_homo_ev": -11.8, "lumo_ev": -6.511, "elements": ["C", "C", "C", "C", "C", "C", "C", "N", "Si", "H", "H", "H", "H", "H", "H", "H", "H", "H", "H", "H", "H", "H", "H", "H", "H", "H", "H"], "xyz": [[-1.8292, 0.0060, -1.0934], [-1.0217, 1.1525, -0.4359], [-2.2114, -1.2652, -0.2736], [0.5367, 1.1511, -0.3610], [1.0457, 2.4205, 0.3558], [2.1542, -0.7646, -0.1909], [0.8827, -0.0674, 1.6703], [0.9483, -0.0772, 0.1799], [-1.2351, -2.8417, -0.2728], [-2.6722, 0.5003, -1.3811], [-1.2866, -0.2742, -1.9762], [-1.3259, 1.9820, -0.8819], [-1.5435, 1.1581, 0.4472], [0.7051, 1.1345, -1.5101], [-3.0367, -1.6508, -0.8098], [1.4069, 3.1012, -0.3972], [1.9230, 2.0462, 1.0910], [0.2878, 2.8192, 0.9076], [2.3633, -1.7921, 0.0620], [2.3075, -0.5546, -1.3121], [3.0561, -0.1311, 0.1408], [0.0563, 0.5121, 2.0998], [0.6916, -1.0908, 2.1986], [1.7573, 0.3709, 1.9632], [-2.5230, -0.9023, 0.6651], [-0.0458, -3.0379, 0.5744], [-1.3913, -3.9048, -1.4599]], "forces_ev_per_angstrom": [[4.10, -0.79, -0.07], [1.41, -4.03, 0.84], [0.81, -0.16, -0.91], [-1.92, 0.49, -2.90], [3.77, -2.96, -0.46], [2.74, 3.83, -2.92], [-2.99, -2.24, -0.15], [-1.07, -3.72, 2.76], [1.16, 0.72, -1.47], [-2.78, 0.69, -0.82], [0.05, -0.35, -0.84], [-1.11, 3.82, -2.30], [-0.45, 0.65, 3.20], [0.74, 0.13, 1.80], [-1.66, -0.29, -0.38], [0.31, 0.47, 0.16], [-1.83, 1.51, -1.84], [-1.89, 1.33, 1.65], [-0.73, -0.26, 0.30], [-0.48, -1.04, 1.26], [-0.75, -1.04, 0.26], [0.08, 0.24, -0.61], [0.86, 1.38, -1.37], [2.40, 0.72, 1.58], [-0.40, -0.11, 1.52], [-0.33, -0.29, 0.16], [-0.04, 1.29, 1.55]], "mulliken_charge": [-0.969, -1.483, -0.712, 0.062, -1.302, -0.991, -1.345, 0.347, 0.545, 0.504, 0.394, 0.762, 0.521, 0.456, 0.478, 0.360, 0.216, 0.460, 0.328, 0.332, 0.309, 0.331, 0.237, 0.619, 0.454, 0.018, 0.069]}



{"formula": "C5H7N", "method": "ωB97M-V/def2-TZVPD", "relative_energy_kj_mol": 311.7, "charge": 0, "largest_force_ha_per_bohr": 0.1083, "e_homo_ev": -9.4, "lumo_ev": 0.899, "elements": ["C", "C", "C", "C", "C", "N", "H", "H", "H", "H", "H", "H", "H"], "xyz": [[-0.7794, 2.3044, 0.4342], [1.4096, -0.4385, 0.5288], [-0.9668, -0.0098, 0.9721], [0.1597, -0.2464, 0.0518], [-0.0550, -0.2459, -1.4323], [-0.9634, 1.3103, 1.0162], [2.2446, -0.6311, -0.1070], [1.7908, -0.2185, 1.4464], [-1.9684, -0.4595, 0.6736], [-0.7874, -0.3676, 2.0248], [-0.0723, -1.2477, -1.9071], [0.9247, 0.0151, -1.8465], [-0.9366, 0.2353, -1.8551]], "forces_ev_per_angstrom": [[-0.21, 1.05, 0.47], [-1.62, 0.17, -2.59], [-0.92, -4.57, 1.97], [2.33, -2.56, -0.13], [0.94, -1.52, -0.95], [-1.21, 5.40, -0.65], [0.20, 0.03, -1.01], [0.04, 0.10, 3.11], [1.19, 0.64, 0.06], [0.05, -0.24, -1.09], [-0.57, -0.16, 0.85], [-0.58, 1.06, -0.34], [0.35, 0.60, 0.31]], "mulliken_charge": [-0.081, -1.126, -0.547, 0.828, -1.264, -0.041, 0.298, 0.352, 0.266, 0.291, 0.345, 0.335, 0.343]}